Here is one molecule with the formula C14H19NO6 from the OMol25 dataset. Energies are from wB97M-V/def2-TZVPD.

Computed properties:
**SMILES**: CCOC(=O)N[C@H](CC(=O)O)c1ccc(OC)c(OC)c1
**Energy**: -28601.9945 eV
**Gap between HOMO and LUMO**: 8.73 eV
**Lowest unoccupied orbital energy**: 0.72 eV
**E_HOMO**: -8.01 eV

Structure (XYZ):
```
40
Properties=species:S:1:pos:R:3:forces:R:3
C -3.6429 -2.7503 -0.0752 -0.0373 0.3734 0.1628
C -4.3406 -1.4796 0.3905 -0.1547 -0.2779 -0.3950
O -3.4574 -0.6233 1.1115 0.2180 0.1466 0.1322
C -2.6222 0.1399 0.3620 -0.2852 -0.0470 0.4828
O -2.6070 0.1348 -0.8447 0.0446 -0.0626 -0.4776
N -1.8730 0.9086 1.1828 -0.0465 0.1107 0.4038
C -0.7381 1.7389 0.8029 0.1142 0.0466 -0.3184
C -1.0358 2.5397 -0.4708 0.0499 -0.0075 0.1099
C -0.0242 3.6431 -0.6442 0.0398 0.0468 0.1887
O 0.5393 4.2256 0.2430 0.0566 0.0681 0.2200
O 0.1747 3.9332 -1.9335 -0.0394 -0.0043 -0.7043
C 0.5345 0.9342 0.6443 0.1926 0.1932 0.3142
C 1.6692 1.2592 1.3599 -0.3001 0.0193 -0.1269
C 2.8383 0.5273 1.1964 0.2572 -0.2504 -0.0878
C 2.8845 -0.5458 0.3243 0.0323 -0.0776 -0.0602
O 3.9749 -1.3292 0.0963 -0.4134 0.0253 -0.1398
C 5.1640 -1.0320 0.7832 0.1807 0.0612 0.1216
C 1.7244 -0.8862 -0.4085 0.0843 -0.0628 -0.0133
O 1.8461 -1.9538 -1.2442 0.2655 0.2251 0.2793
C 0.7179 -2.3476 -1.9857 -0.1884 -0.0595 -0.1173
C 0.5728 -0.1401 -0.2433 0.1520 -0.2162 -0.1271
H -4.3661 -3.4132 -0.5416 -0.0698 -0.1131 -0.0555
H -3.1843 -3.2596 0.7692 0.0167 -0.0900 0.0565
H -2.8738 -2.5021 -0.8024 0.0433 -0.0279 -0.0598
H -5.1442 -1.7070 1.0939 0.0752 0.0660 -0.0959
H -4.7418 -0.9349 -0.4704 -0.0187 -0.0721 0.1827
H -1.9643 0.6966 2.1640 -0.0008 -0.0097 -0.0870
H -0.5952 2.4583 1.6171 -0.0265 -0.1405 -0.1533
H -1.0412 1.9047 -1.3543 -0.0497 0.0676 0.0794
H -2.0225 3.0021 -0.3857 -0.0030 0.0340 -0.0774
H 0.8146 4.6570 -2.0268 -0.0907 -0.0972 0.3185
H 1.6590 2.0971 2.0396 -0.0186 0.1162 0.0744
H 3.7107 0.8086 1.7637 0.1221 -0.0257 0.0306
H 5.0378 -1.1213 1.8676 -0.0011 0.0196 -0.0435
H 5.8903 -1.7693 0.4444 -0.0145 0.0729 0.0557
H 5.5295 -0.0279 0.5428 -0.0244 -0.0326 0.0206
H 1.0372 -3.2099 -2.5690 -0.0657 0.0580 0.0197
H 0.3808 -1.5563 -2.6629 -0.0011 -0.0158 0.0385
H -0.1112 -2.6397 -1.3324 0.0160 0.0330 -0.0172
H -0.3146 -0.3796 -0.8037 -0.1110 -0.0929 -0.1345
```
Positions in Å, forces in eV/Å.

---

Here is one molecule with the formula C9H10O2 at a distorted geometry from the OMol25 dataset. Energies are from wB97M-V/def2-TZVPD.

Computed properties:
**SMILES**: CCOc1cccc(C=O)c1
**Energy**: -13584.9728 eV
**Gap between HOMO and LUMO**: 9.12 eV
**Lowest unoccupied orbital energy**: 0.08 eV
**E_HOMO**: -9.04 eV

Structure (XYZ):
```
21
Properties=species:S:1:pos:R:3:forces:R:3
C 1.7404 2.8037 -0.7371 2.8851 2.1394 0.6497
C 0.3070 2.7726 -1.1378 1.3583 0.9316 0.1443
O -0.2026 1.7277 -0.3537 -2.3936 0.5725 0.2683
C 0.0399 0.3859 -0.3888 -0.3352 3.3938 0.3133
C 0.7086 -0.3077 -1.3092 -0.7976 -3.2654 0.8154
C 0.6574 -1.7203 -1.2991 2.6743 1.7288 -5.8156
C 0.0093 -2.4255 -0.3905 1.0878 -1.9275 2.9593
C -0.3498 -1.6168 0.6665 -4.0857 1.1442 3.3501
C -1.1619 -1.8603 1.9224 -1.0439 -0.5415 4.3045
O -1.7386 -0.9316 2.5493 0.6641 -3.1532 -1.0857
C -0.5031 -0.2604 0.6876 1.9375 0.0678 -3.6464
H 2.1744 1.7809 -0.4198 -0.4893 1.5774 -1.3782
H 2.1952 3.3661 -1.6980 0.2474 -1.3547 2.6036
H 1.9027 3.4268 0.2785 -0.3234 -1.0634 -2.4790
H 0.3076 2.7200 -2.2473 -0.8549 -0.8096 0.5340
H -0.0765 3.8433 -0.8843 -0.3425 -2.3271 -0.1048
H 1.2579 -0.1275 -2.1206 1.7701 2.7370 -2.8145
H 1.1991 -1.9601 -2.3717 -1.4667 -1.0369 3.1514
H 0.1978 -3.4625 -0.1241 -0.5841 -0.2271 -0.8434
H -1.1665 -2.8053 2.5864 0.1754 0.5389 -1.7020
H -1.1491 0.2216 1.3519 -0.0832 0.8750 0.7757
```
Positions in Å, forces in eV/Å.

---

Here is one molecule with the formula C5H9NO from the OMol25 dataset. Energies are from wB97M-V/def2-TZVPD.

Computed properties:
**SMILES**: [H]/N=C1/CCCCO1
**Energy**: -8868.3782 eV
**Gap between HOMO and LUMO**: 10.74 eV
**Lowest unoccupied orbital energy**: 0.93 eV
**E_HOMO**: -9.81 eV

Structure (XYZ):
```
16
Properties=species:S:1:pos:R:3:forces:R:3
H 0.0182 -2.9508 1.3446 0.0292 0.0588 0.0715
N -0.0667 -2.0321 1.7844 0.0273 0.1449 -0.3176
C -0.0923 -1.1395 0.8880 -0.0507 -0.0605 0.2686
C -0.3179 0.3121 1.2638 -0.0153 0.0305 0.0276
C 0.1199 1.3449 0.2209 0.0443 0.0310 -0.0037
C -0.2112 0.8438 -1.1820 -0.0216 0.0086 -0.0056
C 0.4299 -0.5174 -1.3756 0.0477 0.1821 -0.1626
O -0.0552 -1.4769 -0.4344 -0.0144 -0.0506 0.1060
H -1.3978 0.4101 1.4357 0.1205 -0.0454 -0.0548
H 0.1639 0.4777 2.2313 -0.1015 -0.0447 -0.1565
H 1.2010 1.5261 0.2941 -0.1474 -0.0655 -0.0229
H -0.3761 2.3000 0.4243 0.1002 -0.1240 -0.0224
H -1.2977 0.7507 -1.3091 0.1326 0.0097 0.0146
H 0.1527 1.5341 -1.9524 -0.0295 -0.1126 0.1294
H 1.5231 -0.4407 -1.2766 -0.1432 -0.0151 -0.0091
H 0.2061 -0.9420 -2.3570 0.0218 0.0527 0.1375
```
Positions in Å, forces in eV/Å.

---

Here is C49H58Cl2HfN6O3 as an isolated structure at a distorted geometry from the OMol25 dataset. Energies are from wB97M-V/def2-TZVPD.

Computed properties:
**Energy**: -93195.4130 eV
**Gap between HOMO and LUMO**: 5.51 eV
**Lowest unoccupied orbital energy**: -0.53 eV
**E_HOMO**: -6.05 eV

Structure (XYZ):
```
119
Properties=species:S:1:pos:R:3:forces:R:3
Hf 0.1859 -0.2291 0.7097 0.1872 -0.5107 1.2924
C -3.2539 -4.8719 -2.1392 -0.0220 0.0343 0.0433
C -3.5706 -4.4029 -0.7130 0.0184 0.0458 -0.1148
C -2.9989 -3.0523 -0.3975 -0.0587 -0.1187 -0.0005
C -3.6925 -1.8310 -0.2946 -0.0850 0.0252 -0.1062
C -5.1632 -1.5907 -0.4722 0.0141 -0.0837 0.1413
C -5.9380 -1.6088 0.8500 0.0150 0.0086 -0.0325
C -2.7403 -0.8690 0.0105 -0.0359 -0.0273 0.1674
C -2.9361 0.5564 0.4217 0.1986 0.0149 0.0307
C -2.1123 1.5002 -0.3986 -0.0377 0.0311 -0.0020
C -2.4590 2.7519 -0.8930 -0.0683 0.0049 -0.0481
C -3.8341 3.3447 -0.9696 0.0406 0.0237 -0.0827
C -4.4137 3.3387 -2.3882 0.0148 0.0054 0.0381
C -1.2518 3.3756 -1.2574 -0.0212 0.1259 0.0004
C -0.2253 2.4800 -0.9593 -0.0329 -0.1127 0.0181
C 1.1638 2.7500 -0.9710 -0.1168 0.0663 -0.0106
C 2.1637 1.9337 -0.5632 0.0421 -0.1394 0.0061
N 2.0024 0.6120 -0.1173 0.3496 -0.0238 -0.2716
C 3.2528 0.1169 0.0871 -0.1789 -0.0319 -0.1928
C 3.5396 -1.2129 0.3902 0.0913 -0.0287 0.0644
C 2.6077 -2.2455 0.3681 -0.1721 0.0216 -0.0259
N 1.2651 -2.0892 0.2095 0.2662 -0.2218 -0.2010
C 0.7217 -3.3862 0.1758 0.0703 0.0774 -0.1138
C -0.5798 -3.6898 -0.0369 -0.1147 -0.0212 0.0105
C -1.6521 -2.7710 -0.1632 -0.0362 0.1215 -0.0559
N -1.4989 -1.4175 0.0647 -0.0932 -0.1726 -0.4297
C 1.7888 -4.3499 0.3453 0.0501 -0.0014 0.0186
C 2.9444 -3.6550 0.4721 0.0405 -0.0567 -0.0333
C 4.3292 -4.1876 0.6649 0.0177 0.0426 0.0746
C 4.8259 -4.0335 2.1069 -0.0080 -0.0157 -0.0195
C 1.6154 -5.8358 0.3159 -0.0208 0.0030 -0.1326
C 1.6076 -6.3903 -1.1156 -0.0046 0.0386 0.0465
C 4.2433 1.1451 -0.1642 0.1030 0.0244 -0.0257
C 3.5712 2.2534 -0.5740 0.0525 -0.0065 0.0570
C 4.1365 3.5679 -1.0081 -0.0075 -0.0081 -0.1157
C 4.2290 3.7053 -2.5349 -0.0116 -0.0163 0.0675
C 5.7235 0.9279 -0.0937 0.0014 -0.0477 -0.0652
C 6.2935 0.3209 -1.3830 -0.0196 0.0139 0.0434
N -0.7706 1.3037 -0.4641 -0.0029 0.1423 -0.2049
C -1.0736 4.7553 -1.8133 -0.0246 -0.0368 -0.0863
C -0.7287 4.7615 -3.3074 -0.0131 0.0158 0.0392
H -3.6596 -5.8688 -2.3309 0.0177 0.0514 0.0134
H -2.1748 -4.8999 -2.3063 -0.0410 -0.0070 0.0038
H -3.6796 -4.1819 -2.8709 0.0242 -0.0207 0.0190
H -3.1954 -5.1391 0.0032 0.0039 -0.0281 0.0117
H -4.6542 -4.3742 -0.5792 -0.0051 -0.0266 0.0355
H -5.5751 -2.3512 -1.1404 -0.0066 0.0287 -0.0076
H -5.3191 -0.6325 -0.9738 -0.0191 0.0138 -0.0172
H -5.8104 -2.5682 1.3562 0.0003 0.0292 -0.0029
H -7.0058 -1.4438 0.6905 0.0166 -0.0040 0.0120
H -5.5728 -0.8290 1.5249 -0.0074 -0.0404 -0.0247
H -3.9874 0.8111 0.3054 -0.0413 0.0293 0.0025
H -3.8072 4.3720 -0.5908 -0.0188 -0.0281 0.0005
H -4.5093 2.7991 -0.3052 -0.0012 0.0129 0.0153
H -3.7802 3.9153 -3.0664 -0.0277 -0.0307 0.0242
H -5.4165 3.7723 -2.4102 0.0390 -0.0152 0.0006
H -4.4692 2.3185 -2.7746 0.0060 0.0375 0.0059
H 1.4527 3.7418 -1.3024 -0.0241 -0.0285 0.0074
H 4.5812 -1.4851 0.5044 -0.0293 0.0192 -0.0017
H -0.8358 -4.7431 -0.0863 -0.0087 0.0443 -0.0032
H 5.0167 -3.6718 -0.0116 0.0028 -0.0161 -0.0111
H 4.3560 -5.2418 0.3838 0.0115 -0.0035 -0.0140
H 4.7994 -2.9829 2.4071 0.0267 -0.0603 -0.0391
H 5.8510 -4.3948 2.2168 -0.0388 0.0173 -0.0010
H 4.1882 -4.5965 2.7934 0.0233 0.0399 -0.0241
H 0.6850 -6.1053 0.8195 0.0040 -0.0253 0.0165
H 2.4215 -6.3037 0.8833 0.0031 -0.0135 0.0176
H 0.7803 -5.9680 -1.6896 0.0379 -0.0104 0.0143
H 1.5067 -7.4775 -1.1163 -0.0012 0.0423 0.0064
H 2.5343 -6.1303 -1.6319 -0.0350 -0.0164 0.0195
H 5.1302 3.6929 -0.5739 0.0102 0.0155 0.0142
H 3.5169 4.3736 -0.6073 0.0084 0.0152 0.0125
H 4.9056 2.9573 -2.9516 -0.0237 0.0110 0.0109
H 4.5998 4.6932 -2.8147 -0.0107 -0.0319 0.0126
H 3.2516 3.5605 -2.9983 0.0274 0.0098 0.0081
H 5.9607 0.2627 0.7426 0.0030 0.0435 0.0274
H 6.2223 1.8767 0.1168 0.0137 0.0008 0.0039
H 5.8215 -0.6411 -1.5944 0.0167 0.0379 -0.0080
H 7.3723 0.1662 -1.3047 -0.0541 0.0037 0.0031
H 6.1028 0.9769 -2.2345 0.0089 -0.0259 0.0357
H -0.2867 5.2767 -1.2598 -0.0085 0.0119 0.0097
H -1.9905 5.3274 -1.6505 0.0183 0.0120 0.0094
H 0.1937 4.2072 -3.4931 -0.0261 0.0151 -0.0001
H -0.5983 5.7809 -3.6779 -0.0042 -0.0318 0.0040
H -1.5196 4.2842 -3.8891 0.0280 0.0001 0.0113
Cl -3.4959 5.7618 2.8713 0.0526 -0.0588 -0.0079
C -2.3780 4.4436 2.6448 0.0307 0.0706 0.0134
C -1.0182 4.6899 2.6319 0.0334 0.0558 0.0165
C -0.1466 3.6333 2.4418 -0.0004 -0.0123 -0.0056
Cl 1.5601 3.9916 2.4061 -0.0767 -0.0100 -0.0296
C -0.5758 2.3071 2.2506 0.1360 -0.0732 0.1257
O 0.3110 1.3292 2.0823 -0.2336 0.7755 0.0937
C -1.9746 2.1022 2.2677 -0.1056 -0.0789 -0.0221
C -2.5893 0.7471 1.9664 0.0611 0.0535 -0.0902
O -1.7113 -0.2930 2.3849 -0.1852 -0.0754 -0.2403
C -2.8488 3.1596 2.4729 -0.1071 -0.0569 -0.0268
H -0.6351 5.6916 2.7715 -0.0025 -0.0311 -0.0227
H -3.5199 0.6469 2.5296 -0.0689 -0.0313 -0.0003
H -3.9192 2.9783 2.4724 0.0555 0.0043 0.0145
C -1.9313 -0.7456 3.7093 0.1203 0.1349 0.0355
H -1.8252 0.0762 4.4236 0.0138 0.0051 0.0105
H -1.1873 -1.5067 3.9187 0.0195 -0.0148 -0.0138
H -2.9323 -1.1746 3.7858 -0.0498 -0.0073 0.0083
N 1.0347 -1.1525 2.7713 -0.1652 0.0613 0.0902
C 1.9879 -0.7578 3.2982 0.4409 0.2503 -0.0285
N 3.0476 -0.2055 3.8274 -0.2818 -0.2153 0.1037
C 4.0985 -0.9753 4.4956 -0.0409 0.0671 -0.0840
C 5.4342 -0.3734 4.1066 0.0376 0.1167 -0.0281
O 5.4683 1.0157 4.3846 -0.0391 -0.0571 -0.0332
C 4.4866 1.7143 3.6251 0.1097 -0.0562 -0.0761
C 3.0941 1.2562 3.9895 -0.1160 -0.0601 0.1096
H 4.0385 -2.0176 4.1876 -0.0476 0.0097 0.0056
H 3.9621 -0.9103 5.5784 -0.0229 -0.0043 0.0240
H 5.6143 -0.5451 3.0377 -0.0032 -0.0115 -0.0281
H 6.2329 -0.8386 4.6804 0.0576 0.0196 0.0193
H 4.6569 1.5538 2.5519 -0.0047 0.0183 0.0389
H 4.5998 2.7725 3.8498 0.0402 0.0248 0.0113
H 2.3459 1.7062 3.3403 0.0257 -0.0672 -0.0369
H 2.8682 1.5146 5.0282 0.0106 -0.0284 0.0310
```
Positions in Å, forces in eV/Å.